The molecule C5H8N2O4 in a non-equilibrium geometry, computed with the ωB97M-V functional and the def2-TZVPD basis.

## Properties
- ΔE to the lowest compared entry with this formula, charge and spin (kcal per mole) = 63.5
- SMILES = O=NN1C[C@@H](O)C[C@H]1C(=O)O
- DFT total energy (eV) = -16482.421

The geometry in ORCA input format:
```
! RIJCOSX wB97M-V def2-TZVPD def2/J DEFGRID3
* xyz 0 1
C 0.46 1.50 1.50
C -0.78 1.26 0.52
C -0.78 -0.25 0.31
C 0.93 0.09 1.84
C -1.37 -0.68 -1.05
H 2.23 2.40 1.20
H 0.21 2.09 2.39
H -1.69 1.67 1.01
H -0.61 1.73 -0.47
H -1.44 -0.76 1.05
H 0.38 -0.43 2.64
H 2.02 0.01 1.88
H -0.69 -2.46 -0.75
N 0.55 -0.73 0.64
N 1.54 -0.77 -0.29
O 1.45 2.14 0.70
O 1.17 -0.89 -1.42
O -1.37 -2.01 -1.27
O -1.97 0.11 -1.77
*
```

C13H36CuO2Si4 as an isolated structure, computed with the ωB97M-V functional and the def2-TZVPD basis.

## Properties
- DFT total energy (eV) = -94319.023

The geometry in ORCA input format:
```
! RIJCOSX wB97M-V def2-TZVPD def2/J DEFGRID3
* xyz -1 1
Cu 0.53 -0.67 -0.80
C 0.02 2.58 -3.75
O 0.12 1.86 -2.55
Si -0.92 2.01 -1.25
C -1.00 3.84 -0.83
C -2.65 1.63 -1.87
C -0.30 0.93 0.07
Si 1.17 1.63 0.94
C 0.78 2.99 2.20
C 2.18 0.36 1.90
C 2.36 2.39 -0.30
Si -1.58 0.13 1.12
C -0.88 -0.92 2.52
C -2.70 -1.04 0.14
C -2.77 1.32 1.99
H 0.12 3.66 -3.60
H -0.94 2.39 -4.25
H 0.82 2.25 -4.42
H -1.38 4.42 -1.68
H -0.02 4.25 -0.55
H -1.68 4.01 0.01
H -2.98 2.39 -2.58
H -3.37 1.60 -1.05
H -2.68 0.65 -2.37
H 0.13 2.62 2.99
H 0.29 3.84 1.73
H 1.71 3.34 2.66
H 1.69 0.05 2.82
H 3.15 0.79 2.17
H 2.37 -0.53 1.30
H 1.94 3.27 -0.78
H 2.60 1.67 -1.08
H 3.30 2.69 0.19
H -0.08 -1.57 2.16
H -1.67 -1.54 2.94
H -0.47 -0.30 3.33
H -2.14 -1.56 -0.64
H -3.53 -0.51 -0.34
H -3.14 -1.80 0.80
H -2.25 1.93 2.73
H -3.56 0.75 2.50
H -3.26 2.00 1.28
C -0.25 -4.44 -0.15
Si 1.42 -3.73 -0.64
C 2.50 -3.77 0.91
C 2.21 -4.95 -1.84
O 1.31 -2.28 -1.29
H -0.17 -5.41 0.35
H -0.88 -4.57 -1.04
H -0.78 -3.76 0.52
H 2.56 -4.77 1.34
H 2.11 -3.09 1.68
H 3.51 -3.43 0.67
H 2.20 -5.98 -1.45
H 3.26 -4.68 -2.03
H 1.69 -4.95 -2.80
*
```

C50H110N6O6 as an isolated structure in a non-equilibrium geometry, computed with the ωB97M-V functional and the def2-TZVPD basis.

## Properties
- ΔE to the lowest compared entry with this formula, charge and spin (kcal per mole) = 48.7
- DFT total energy (eV) = -74820.874

The geometry in ORCA input format:
```
! RIJCOSX wB97M-V def2-TZVPD def2/J DEFGRID3
* xyz 4 1
C 15.47 3.55 -9.61
C 16.87 3.19 -9.07
C 16.85 1.99 -8.07
N 18.28 1.41 -7.82
C 18.94 0.84 -9.08
C 19.19 2.48 -7.17
C 20.19 1.74 -6.36
C 19.56 0.46 -5.86
C 18.27 0.31 -6.72
H 15.48 4.11 -10.55
H 14.90 4.16 -8.91
H 14.96 2.62 -9.86
H 17.18 4.14 -8.63
H 17.55 2.99 -9.89
H 16.23 1.21 -8.51
H 16.39 2.24 -7.12
H 19.34 1.67 -9.67
H 18.16 0.31 -9.62
H 19.75 0.15 -8.84
H 19.62 3.18 -7.88
H 18.48 2.97 -6.51
H 21.10 1.55 -6.94
H 20.42 2.30 -5.45
H 20.28 -0.33 -6.05
H 19.29 0.47 -4.80
H 18.28 -0.67 -7.18
H 17.36 0.49 -6.13
C 25.17 -4.87 -4.14
C 25.70 -3.63 -3.42
C 27.14 -3.95 -2.90
N 27.77 -2.71 -2.17
C 26.86 -2.23 -1.07
C 28.15 -1.61 -3.10
C 29.35 -0.78 -2.55
C 30.16 -1.94 -1.93
C 29.21 -3.04 -1.61
H 24.11 -4.70 -4.32
H 25.30 -5.80 -3.58
H 25.48 -4.96 -5.18
H 24.97 -3.50 -2.62
H 25.60 -2.73 -4.02
H 27.77 -4.09 -3.78
H 27.21 -4.65 -2.07
H 27.35 -1.38 -0.58
H 26.69 -3.10 -0.43
H 25.91 -1.84 -1.44
H 27.33 -0.91 -3.28
H 28.44 -2.04 -4.06
H 29.12 -0.04 -1.78
H 29.78 -0.20 -3.37
H 30.70 -1.60 -1.04
H 30.84 -2.22 -2.73
H 29.22 -3.41 -0.58
H 29.56 -3.93 -2.13
C 28.04 -6.24 -11.59
C 27.70 -5.89 -10.20
C 28.01 -4.39 -9.90
N 27.87 -4.00 -8.38
C 28.93 -4.78 -7.62
C 26.49 -4.28 -7.74
C 26.04 -2.96 -7.13
C 26.67 -1.82 -8.00
C 28.05 -2.41 -8.21
H 29.10 -6.15 -11.83
H 27.50 -5.52 -12.21
H 27.59 -7.19 -11.85
H 28.19 -6.56 -9.49
H 26.63 -6.06 -10.15
H 27.42 -3.72 -10.52
H 29.07 -4.16 -10.02
H 28.71 -4.48 -6.60
H 29.99 -4.59 -7.78
H 28.71 -5.85 -7.68
H 26.61 -5.18 -7.13
H 25.81 -4.51 -8.56
H 26.29 -2.88 -6.08
H 24.96 -3.00 -7.19
H 26.71 -0.91 -7.39
H 26.02 -1.70 -8.86
H 28.49 -2.40 -7.22
H 28.76 -1.87 -8.84
C 22.20 -8.86 -5.29
C 22.30 -7.38 -5.67
C 20.93 -6.84 -6.17
N 20.91 -5.28 -6.32
C 22.05 -4.93 -7.30
C 19.58 -4.70 -6.83
C 19.53 -3.17 -6.66
C 20.44 -3.02 -5.44
C 20.95 -4.40 -5.05
H 22.33 -9.47 -6.18
H 21.28 -9.08 -4.76
H 22.99 -9.24 -4.64
H 22.99 -7.26 -6.51
H 22.63 -6.79 -4.82
H 20.14 -7.13 -5.49
H 20.69 -7.19 -7.18
H 22.00 -5.58 -8.17
H 22.99 -5.11 -6.77
H 21.94 -3.87 -7.54
H 19.54 -4.94 -7.89
H 18.77 -5.25 -6.36
H 19.81 -2.62 -7.56
H 18.53 -2.77 -6.48
H 21.21 -2.26 -5.59
H 19.85 -2.69 -4.58
H 21.90 -4.44 -4.50
H 20.22 -4.89 -4.42
C 26.29 4.96 -8.40
C 25.27 3.88 -8.72
C 25.23 3.44 -10.16
N 24.30 2.21 -10.43
C 24.67 0.91 -9.65
C 24.25 1.86 -11.92
C 22.78 1.77 -12.24
C 22.00 1.58 -10.96
C 22.81 2.43 -10.05
H 26.19 5.41 -7.41
H 26.09 5.82 -9.03
H 27.32 4.62 -8.53
H 24.22 4.16 -8.64
H 25.47 3.00 -8.10
H 26.20 3.01 -10.39
H 25.05 4.24 -10.88
H 24.82 1.19 -8.61
H 25.60 0.47 -10.02
H 23.93 0.11 -9.68
H 24.80 0.93 -12.04
H 24.80 2.56 -12.55
H 22.72 0.91 -12.91
H 22.53 2.67 -12.80
H 21.93 0.57 -10.55
H 21.02 2.02 -11.12
H 22.59 2.27 -8.99
H 22.84 3.48 -10.34
C 23.67 4.29 -5.52
C 24.37 4.89 -4.25
C 25.58 5.75 -4.49
N 25.95 6.66 -3.28
C 26.64 5.97 -2.08
C 26.96 7.65 -3.89
C 26.66 9.02 -3.26
C 25.47 8.87 -2.31
C 24.80 7.59 -2.87
H 22.72 3.87 -5.21
H 24.24 3.55 -6.08
H 23.32 5.06 -6.20
H 24.51 4.13 -3.48
H 23.63 5.49 -3.71
H 25.36 6.47 -5.27
H 26.51 5.19 -4.65
H 25.98 5.36 -1.46
H 27.08 6.73 -1.43
H 27.45 5.34 -2.46
H 27.96 7.40 -3.51
H 27.08 7.59 -4.97
H 27.57 9.43 -2.82
H 26.27 9.60 -4.10
H 25.82 8.73 -1.29
H 24.76 9.69 -2.19
H 24.16 7.07 -2.16
H 24.19 7.72 -3.76
O 23.98 0.89 -6.33
C 23.40 -0.34 -6.38
O 23.66 -1.10 -5.42
O 22.79 -0.61 -7.44
H 24.27 0.77 -5.42
O 26.36 1.83 -4.47
C 26.90 1.87 -3.33
O 26.12 1.40 -2.53
O 27.93 2.53 -3.05
H 25.87 1.48 -3.73
*
```

C28H29N3RuSi as an isolated structure in a non-equilibrium geometry, computed with the ωB97M-V functional and the def2-TZVPD basis.

## Properties
- ΔE to the lowest compared entry with this formula, charge and spin (kcal per mole) = 27.0
- DFT total energy (eV) = -44421.523

The geometry in ORCA input format:
```
! RIJCOSX wB97M-V def2-TZVPD def2/J DEFGRID3
* xyz 1 6
C 0.54 -1.59 -0.21
C 0.30 -0.66 -1.29
C 1.45 0.31 -1.34
H -0.35 -0.82 -2.16
C 2.39 -0.20 -0.37
C 1.87 -1.38 0.23
H 2.41 -2.14 0.87
H -0.08 -2.47 0.06
H 1.71 0.80 -2.29
H 3.39 0.20 -0.27
Ru -0.06 1.12 -0.26
C -0.70 2.74 -0.95
H 0.16 3.06 -1.57
H -0.81 3.37 -0.08
H -1.58 2.53 -1.53
Si -2.96 -0.13 -1.92
C -4.55 0.68 -1.26
C -5.35 -0.48 -1.32
H -4.97 -1.42 -1.75
C -6.66 -0.41 -0.92
H -7.23 -1.33 -0.96
C -7.20 0.82 -0.53
H -8.26 0.86 -0.29
C -6.42 1.97 -0.50
H -6.86 2.91 -0.19
C -5.06 1.95 -0.88
H -4.47 2.89 -0.94
C -2.26 0.77 -3.39
C -3.32 0.51 -4.29
H -4.32 0.45 -3.88
C -3.07 0.01 -5.57
H -3.90 -0.33 -6.18
C -1.76 -0.09 -6.02
H -1.56 -0.53 -6.99
C -0.73 0.45 -5.24
H 0.28 0.44 -5.62
C -1.00 0.97 -3.98
H -0.19 1.46 -3.44
H -1.96 0.35 -0.69
H -3.04 -1.43 -2.40
N 0.67 1.52 2.91
C 0.99 2.61 2.10
C 1.33 3.87 2.57
C 2.04 4.76 1.74
C 2.37 4.32 0.47
C 1.92 3.10 0.00
N 1.12 2.35 0.80
C 1.77 0.66 3.11
C 1.71 -0.41 4.03
C 2.85 -1.22 4.12
C 3.96 -0.93 3.31
C 3.90 0.19 2.47
N 2.85 0.98 2.39
H 0.12 1.69 3.73
H 1.01 4.12 3.57
H 2.33 5.77 2.08
H 2.89 4.94 -0.24
H 2.02 2.75 -1.02
H 0.84 -0.51 4.69
H 2.89 -2.03 4.86
H 4.87 -1.52 3.32
H 4.72 0.47 1.83
*
```